{"formula": "C3H10N2O", "method": "ωB97M-V/def2-TZVPD", "lumo_energy_ha": -0.01638, "homo_ha": -0.3165, "max_force_ev_per_a": 2.79, "mol_weight_da": 90.1, "total_charge": 0, "species": ["C", "N", "C", "O", "H", "H", "H", "H", "H", "H", "C", "N", "H", "H", "H", "H"], "xyz": [[-0.518, 0.257, 1.632], [0.910, -0.075, 1.716], [1.539, -0.361, 0.440], [1.295, 0.647, -0.550], [-0.737, 0.904, 0.776], [-0.861, 0.812, 2.510], [-1.124, -0.629, 1.454], [1.425, 0.636, 2.218], [1.096, -1.300, 0.098], [2.602, -0.471, 0.592], [-2.140, 0.023, -1.638], [-0.973, -0.634, -1.538], [-2.200, 1.096, -1.955], [-3.105, -0.501, -1.602], [-1.364, -0.540, -2.625], [0.574, 0.322, -1.129]], "mulliken_charge": [-0.804, -0.343, -0.496, -0.592, 0.235, 0.365, 0.276, 0.266, 0.341, 0.331, -0.317, -0.544, 0.266, 0.295, 0.262, 0.459]}

{"formula": "C6H10FNP2", "method": "ωB97M-V/def2-TZVPD", "lumo_energy_ha": 0.02300, "homo_ha": -0.2558, "max_force_ev_per_a": 3.07, "mol_weight_da": 177.1, "total_charge": 0, "species": ["F", "C", "C", "C", "P", "N", "C", "C", "C", "P", "H", "H", "H", "H", "H", "H", "H", "H", "H", "H"], "xyz": [[-1.301, -2.300, 0.645], [-0.263, -1.476, 0.227], [0.589, -1.848, -0.735], [1.637, -0.962, -1.262], [1.900, 0.472, -0.343], [0.793, 0.641, 0.928], [-0.403, -0.126, 0.735], [-1.525, 0.056, 1.657], [-1.563, 0.767, 0.360], [-2.482, 0.312, -1.179], [0.532, -2.962, -1.011], [2.395, -1.296, -1.905], [1.856, 1.655, -1.167], [3.085, 0.759, 0.463], [1.206, 0.434, 1.829], [-2.191, -0.758, 1.913], [-1.370, 0.833, 2.350], [-1.569, 1.816, 0.390], [-1.297, 0.646, -1.906], [-3.153, 1.607, -1.234]], "mulliken_charge": [-0.343, 0.003, -0.158, -0.708, 0.044, -0.349, 0.614, -0.904, -0.454, -0.130, 0.300, 0.449, 0.077, 0.063, 0.386, 0.282, 0.308, 0.462, 0.019, 0.039]}

{"formula": "C3H3NOS2", "method": "ωB97M-V/def2-TZVPD", "lumo_energy_ha": -0.02556, "homo_ha": -0.3354, "max_force_ev_per_a": 3.02, "mol_weight_da": 133.2, "total_charge": 0, "species": ["C", "C", "C", "N", "O", "S", "S", "H", "H", "H"], "xyz": [[0.072, -1.162, 0.363], [0.800, -0.461, -0.465], [-1.357, 0.850, 0.698], [-1.100, -0.436, 0.838], [-0.596, 1.537, -1.812], [1.651, 2.434, -0.209], [0.102, 1.323, -0.572], [0.286, -2.254, 0.639], [1.854, -0.709, -0.917], [-1.714, -1.122, 1.439]], "mulliken_charge": [-0.196, -0.329, -0.091, -0.093, -0.537, -0.301, 0.622, 0.303, 0.322, 0.301]}